A | The following is a DFT calculation (ωB97M-V with the def2-TZVPD basis set) of a single C3H3NOS3 molecule.

Each line ends with the Löwdin charge.
CARTESIAN COORDINATES (ANGSTROEM)
1 O 0.590 1.368 -2.393  -0.02
2 C 0.657 1.524 -1.172  -0.80
3 S 1.300 2.856 -0.351  0.95
4 C 0.054 0.447 -0.152  -0.66
5 N 0.113 0.508 1.120  -0.32
6 S -0.357 -0.983 1.803  0.83
7 C -0.810 -2.016 0.399  -0.77
8 S -0.726 -0.933 -1.077  0.90
9 H 1.194 2.497 0.833  -0.18
10 H -1.833 -2.259 0.611  0.00
11 H -0.183 -3.009 0.378  0.08

HOMO-LUMO gap: 8.295 eV
SMILES: O=C(S)C1=NSCS1
charge: 0
HOMO energy: -0.3208 Eh

B | The following is a DFT calculation (ωB97M-V with the def2-TZVPD basis set) of a single C3H3NOS3 molecule.

Each line ends with the Löwdin charge.
CARTESIAN COORDINATES (ANGSTROEM)
1 N 0.554 -0.416 2.774  0.15
2 C 0.794 0.121 1.484  -0.50
3 O 1.948 0.477 1.201  0.01
4 C -0.434 0.103 0.501  -0.74
5 S -2.045 0.281 0.921  0.76
6 C 0.043 -0.126 -0.916  -1.28
7 S -0.336 -1.529 -1.729  0.64
8 S 0.901 1.097 -1.764  0.79
9 H 1.435 -0.489 3.377  0.16
10 H -0.329 -0.648 2.963  0.00
11 H 0.707 2.052 -0.647  -0.01

HOMO-LUMO gap: 7.131 eV
SMILES: NC(=O)C(=S)C(=S)S
charge: 0
HOMO energy: -0.3337 Eh

C | The following is a DFT calculation (ωB97M-V with the def2-TZVPD basis set) of a single C3H3NOS3 molecule.

Each line ends with the Löwdin charge.
CARTESIAN COORDINATES (ANGSTROEM)
1 S -2.812 0.180 0.020  0.58
2 C -1.239 -0.419 -0.048  -0.96
3 O -1.020 -1.743 0.052  -0.07
4 C 0.429 -2.002 -0.030  -0.02
5 C 1.095 -0.741 -0.234  -0.61
6 S 2.727 -0.023 -0.005  0.67
7 N -0.076 0.212 -0.134  -0.45
8 S 0.341 1.928 0.035  0.73
9 H 0.591 -3.029 0.494  0.16
10 H 3.303 -1.326 0.778  0.04
11 H -1.012 2.414 0.324  -0.07

HOMO-LUMO gap: 7.452 eV
SMILES: S=c1occ(S)n1S
charge: 0
HOMO energy: -0.2998 Eh

Stability check: which of them is most stable? A.

A | The following is a DFT calculation (ωB97M-V with the def2-TZVPD basis set) of a 2-piece molecular cluster, C3H6BrFO overall.

Each line ends with the Löwdin charge.
CARTESIAN COORDINATES (ANGSTROEM)
1 C 0.400 0.683 0.936  -0.06
2 C 0.544 0.050 -0.479  -0.44
3 C 0.091 -1.343 -0.506  0.01
4 O -0.136 0.734 -1.509  -0.02
5 F 0.882 -2.242 0.142  0.04
6 Br -3.223 0.009 0.357  -0.08
7 H -0.525 1.161 1.078  0.00
8 H 0.537 -0.084 1.845  0.14
9 H 1.105 1.528 1.168  0.09
10 H 1.653 -0.029 -0.641  0.17
11 H -0.537 -1.788 -1.210  0.10
12 H -0.791 1.321 -1.182  0.05

HOMO-LUMO gap (alpha / beta): 9.630 / 4.987 eV
charge: 0
HOMO energy (alpha / beta): -0.3808 / -0.3101 Eh

B | The following is a DFT calculation (ωB97M-V with the def2-TZVPD basis set) of a 2-piece molecular cluster, C3H6BrFO overall.

Each line ends with the Löwdin charge.
CARTESIAN COORDINATES (ANGSTROEM)
1 C -0.216 0.936 0.931  -0.02
2 C 0.266 -0.349 0.261  -0.39
3 C -0.059 -0.337 -1.200  -0.04
4 O 1.716 -0.575 0.468  -0.05
5 F 0.911 -0.512 -2.063  0.13
6 Br -2.813 -2.153 -0.747  -0.16
7 H 0.336 1.688 0.349  0.09
8 H -1.276 1.152 0.564  0.12
9 H 0.068 1.067 1.951  0.08
10 H -0.198 -1.229 0.559  0.09
11 H -0.984 0.058 -1.416  0.05
12 H 2.248 0.253 0.343  0.11

HOMO-LUMO gap (alpha / beta): 8.781 / 5.460 eV
charge: 0
HOMO energy (alpha / beta): -0.3624 / -0.3164 Eh

Stability check: which of them is most stable? A.

A | The following is a DFT calculation (ωB97M-V with the def2-TZVPD basis set) of a single CH4IOPS molecule.

Each line ends with the Löwdin charge.
CARTESIAN COORDINATES (ANGSTROEM)
1 C 0.199 -0.343 0.632  -0.19
2 P -1.169 0.896 -0.148  -0.17
3 O -0.877 0.763 -1.711  -0.35
4 S -1.208 2.741 0.459  0.16
5 I -3.249 -0.391 0.094  0.43
6 H 0.618 -0.884 -0.213  0.03
7 H 0.941 0.284 1.117  0.03
8 H -0.291 -1.009 1.332  0.01
9 H -1.208 1.530 -2.196  0.06

HOMO-LUMO gap: 8.971 eV
SMILES: C[P@](O)(=S)I
charge: 0
HOMO energy: -0.3367 Eh

B | The following is a DFT calculation (ωB97M-V with the def2-TZVPD basis set) of CH4IOPS as an isolated structure.

Each line ends with the Löwdin charge.
CARTESIAN COORDINATES (ANGSTROEM)
1 C 1.476 1.455 -0.209  0.04
2 O -0.161 -2.506 0.334  -0.57
3 P -1.269 -0.078 -1.112  0.03
4 S -1.396 -1.412 0.539  0.31
5 I -3.150 1.257 -0.249  0.22
6 H 1.645 0.557 0.416  0.00
7 H 1.225 2.341 0.304  -0.03
8 H 1.951 1.522 -1.126  -0.05
9 H -0.322 -3.135 1.103  0.05

HOMO-LUMO gap (alpha / beta): 7.641 / 7.131 eV
charge: 0
HOMO energy (alpha / beta): -0.3173 / -0.2807 Eh

Stability check: which of them is most stable? A.

A | The following is a DFT calculation (ωB97M-V with the def2-TZVPD basis set) of a 2-piece molecular cluster, C4H7N3O5 overall.

Each line ends with the Löwdin charge.
CARTESIAN COORDINATES (ANGSTROEM)
1 C 0.521 1.326 3.247  -0.52
2 C 0.695 -0.052 1.371  -0.44
3 C -1.250 0.997 0.036  -0.18
4 C 0.658 -1.643 -2.816  -0.11
5 N 1.266 0.333 2.617  0.23
6 N -0.475 1.586 2.331  0.12
7 N -0.484 0.743 1.266  -0.02
8 O 0.762 1.735 4.337  0.10
9 O 1.140 -0.832 0.636  0.13
10 O -0.777 1.979 -0.876  -0.04
11 O 1.755 -1.911 -2.012  -0.02
12 O 0.857 -2.372 -3.959  -0.02
13 H -2.163 1.565 0.349  0.14
14 H -1.385 -0.001 -0.585  0.17
15 H 2.119 -0.043 2.806  0.12
16 H -1.316 2.089 2.639  0.18
17 H -0.149 1.569 -1.440  0.06
18 H 1.656 -1.512 -1.166  0.00
19 H 1.813 -2.546 -3.992  0.09

HOMO-LUMO gap: 9.903 eV
charge: 0
HOMO energy: -0.3439 Eh

B | The following is a DFT calculation (ωB97M-V with the def2-TZVPD basis set) of a single C4H7N3O5 molecule.

Each line ends with the Löwdin charge.
CARTESIAN COORDINATES (ANGSTROEM)
1 C -0.942 -1.224 0.743  -0.60
2 C 0.993 1.871 1.171  -0.03
3 C 1.778 -0.269 0.346  -0.06
4 C 0.585 0.613 0.399  -0.39
5 N -2.289 0.347 -1.951  -0.06
6 N -1.934 -0.648 -1.243  0.10
7 N -1.145 -1.545 -1.536  -0.23
8 O -1.087 -2.305 -2.442  0.16
9 O -1.781 -1.818 1.365  0.18
10 O -3.412 0.698 -2.157  0.06
11 O -0.406 -1.883 -0.340  0.08
12 O -0.547 -0.019 1.052  0.09
13 H 1.493 2.601 0.586  0.08
14 H 0.271 2.456 1.661  0.07
15 H 1.791 1.599 1.820  0.07
16 H 1.582 -1.158 -0.306  0.09
17 H 2.052 -0.654 1.439  0.15
18 H 2.638 0.309 0.003  0.09
19 H 0.359 1.030 -0.610  0.15

HOMO-LUMO gap (alpha / beta): 8.741 / 8.743 eV
charge: 0
HOMO energy (alpha / beta): -0.3638 / -0.3639 Eh

Stability check: which of them is most stable? A.

A | The following is a DFT calculation (ωB97M-V with the def2-TZVPD basis set) of a 2-piece molecular cluster, C3H4Cl2O overall.

Each line ends with the Löwdin charge.
CARTESIAN COORDINATES (ANGSTROEM)
1 C -2.486 -0.418 0.167  -0.58
2 C 1.307 0.512 -0.468  -0.21
3 C 1.110 -0.585 0.447  -0.70
4 O -3.186 -0.665 1.090  0.01
5 Cl -2.284 1.198 -0.426  0.64
6 Cl 0.867 -2.105 -0.169  0.65
7 H 0.281 0.976 -0.542  0.02
8 H 1.489 0.197 -1.477  0.06
9 H 1.965 1.267 -0.066  0.07
10 H 0.937 -0.377 1.444  0.03

HOMO-LUMO gap (alpha / beta): 10.097 / 5.799 eV
charge: 0
HOMO energy (alpha / beta): -0.3610 / -0.2779 Eh

B | The following is a DFT calculation (ωB97M-V with the def2-TZVPD basis set) of a single C3H4Cl2O molecule.

Each line ends with the Löwdin charge.
CARTESIAN COORDINATES (ANGSTROEM)
1 C 0.556 -0.878 -0.527  -0.18
2 C -0.137 -0.190 0.619  -0.68
3 Cl -1.637 -0.996 1.274  0.58
4 C -0.685 1.395 0.157  -0.77
5 O -1.801 1.776 0.043  0.05
6 Cl 0.751 2.137 -0.522  0.69
7 H -0.254 -1.114 -1.248  0.09
8 H 1.230 -1.749 -0.242  0.11
9 H 1.382 -0.348 -0.957  0.03
10 H 0.596 -0.033 1.401  0.08

HOMO-LUMO gap: 11.060 eV
SMILES: C[C@H](Cl)C(=O)Cl
charge: 0
HOMO energy: -0.3889 Eh

Stability check: which of them is most stable? B.

A | The following is a DFT calculation (ωB97M-V with the def2-TZVPD basis set) of a single C2H7ISi molecule.

Each line ends with the Löwdin charge.
CARTESIAN COORDINATES (ANGSTROEM)
1 C 0.692 0.075 0.462  -0.77
2 C -3.117 0.734 -0.046  -0.53
3 Si 2.118 -0.890 -0.343  0.53
4 I -1.224 0.023 -0.678  1.19
5 H 0.295 -0.169 1.538  0.03
6 H 0.759 1.105 0.420  -0.09
7 H -3.549 0.436 0.939  -0.06
8 H -3.063 1.837 -0.081  -0.10
9 H 3.527 -0.818 0.190  -0.09
10 H 2.163 -0.077 -1.653  -0.07
11 H 1.400 -2.256 -0.748  -0.05

HOMO-LUMO gap (alpha / beta): 7.682 / 7.681 eV
charge: 0
HOMO energy (alpha / beta): -0.2898 / -0.2897 Eh

B | The following is a DFT calculation (ωB97M-V with the def2-TZVPD basis set) of a 2-piece molecular cluster, C2H7ISi overall.

Each line ends with the Löwdin charge.
CARTESIAN COORDINATES (ANGSTROEM)
1 C 0.544 -1.026 -0.204  -0.29
2 C -1.417 1.191 0.519  -0.33
3 Si -1.328 -0.471 -0.343  0.68
4 I 5.609 -0.328 -0.115  0.00
5 H 1.173 -0.398 0.411  0.01
6 H 0.526 -1.956 0.317  -0.02
7 H 1.113 -1.164 -1.144  0.02
8 H -1.898 1.989 -0.049  0.01
9 H -1.679 1.402 1.616  0.05
10 H -0.391 1.489 0.487  -0.02
11 H -2.253 -0.728 -1.494  -0.11

HOMO-LUMO gap (alpha / beta): 10.591 / 3.255 eV
charge: 0
HOMO energy (alpha / beta): -0.3834 / -0.2449 Eh

Stability check: which of them is most stable? B.

A | The following is a DFT calculation (ωB97M-V with the def2-TZVPD basis set) of C3H8NO2 as an isolated structure.

Each line ends with the Löwdin charge.
CARTESIAN COORDINATES (ANGSTROEM)
1 C 0.638 1.235 0.138  0.04
2 C 1.981 -1.191 -0.114  0.05
3 C -1.586 0.210 0.223  -0.23
4 N -0.472 0.853 -0.441  0.04
5 O 2.024 -0.028 0.196  0.02
6 O -1.518 -1.157 -0.072  -0.02
7 H 0.634 1.343 1.218  0.14
8 H 1.300 1.905 -0.398  0.14
9 H 1.047 -1.688 -0.425  0.11
10 H 2.880 -1.813 -0.078  0.12
11 H -1.514 0.397 1.304  0.14
12 H -2.505 0.668 -0.167  0.15
13 H -0.532 0.841 -1.454  0.18
14 H -2.376 -1.574 0.070  0.11

HOMO-LUMO gap: 11.006 eV
charge: +1
HOMO energy: -0.5591 Eh

B | The following is a DFT calculation (ωB97M-V with the def2-TZVPD basis set) of C3H8NO2 as an isolated structure.

Each line ends with the Löwdin charge.
CARTESIAN COORDINATES (ANGSTROEM)
1 O -1.642 -0.677 1.061  -0.04
2 C -0.677 -0.511 0.227  -0.11
3 C 0.645 0.609 0.380  -0.17
4 C 0.758 0.150 -1.026  -0.24
5 O 1.432 -1.204 -1.669  -0.12
6 N -0.383 1.697 0.920  0.02
7 H -0.444 -1.404 -0.696  0.21
8 H 1.503 0.320 1.023  0.16
9 H 0.005 0.567 -1.745  0.16
10 H 1.657 0.709 -1.274  0.14
11 H 1.288 -2.078 -0.987  0.18
12 H -3.278 0.233 1.252  0.53
13 H 0.426 2.079 1.824  0.22
14 H -1.155 1.254 1.537  0.06

HOMO-LUMO gap: 4.886 eV
charge: +1
HOMO energy: -0.5243 Eh

C | The following is a DFT calculation (ωB97M-V with the def2-TZVPD basis set) of a 2-piece molecular cluster, C3H8NO2 overall.

Each line ends with the Löwdin charge.
CARTESIAN COORDINATES (ANGSTROEM)
1 C 2.757 0.073 0.815  0.32
2 C -1.485 0.507 -1.659  0.03
3 C -1.551 -0.013 -0.398  -0.59
4 N -1.050 0.704 0.653  0.12
5 O 2.821 -1.238 0.966  0.16
6 O -1.838 -1.236 -0.114  0.12
7 H 1.774 0.449 1.014  0.11
8 H 3.601 0.482 0.425  0.11
9 H -1.685 0.083 -2.621  0.04
10 H -1.029 1.492 -1.813  0.05
11 H -1.160 0.445 1.582  0.08
12 H 1.970 -1.671 1.423  0.25
13 H -0.835 1.650 0.491  0.09
14 H -2.290 -1.726 -0.764  0.11

HOMO-LUMO gap: 3.408 eV
charge: +1
HOMO energy: -0.4028 Eh

D | The following is a DFT calculation (ωB97M-V with the def2-TZVPD basis set) of an isolated ion of composition C3H8NO2 and charge +1.

Each line ends with the Löwdin charge.
CARTESIAN COORDINATES (ANGSTROEM)
1 O -2.077 0.033 -0.402  -0.04
2 C -1.111 0.644 0.403  -0.11
3 C 0.122 -0.262 0.114  -0.43
4 O -0.140 -1.573 0.107  0.12
5 C 1.482 -0.030 0.470  0.03
6 N 1.152 0.234 -0.976  0.19
7 H -2.873 -0.212 0.126  0.14
8 H -0.831 1.595 0.090  0.11
9 H -1.421 0.420 1.526  0.20
10 H -1.108 -1.675 0.121  0.13
11 H 1.956 0.919 0.766  0.16
12 H 2.209 -0.799 0.560  0.14
13 H 1.162 1.213 -1.328  0.19
14 H 1.479 -0.509 -1.578  0.17

HOMO-LUMO gap: 12.392 eV
SMILES: OC[C@]1(O)C[NH2+]1
charge: +1
HOMO energy: -0.5806 Eh

Stability check: which of them is most stable? A.

A | The following is a DFT calculation (ωB97M-V with the def2-TZVPD basis set) of a single H2O2 molecule.

Each line ends with the Löwdin charge.
CARTESIAN COORDINATES (ANGSTROEM)
1 O -0.123 -0.231 -0.747  -0.12
2 O 0.150 0.518 0.500  -0.11
3 H 0.760 -0.719 -0.483  0.14
4 H -0.787 0.432 0.730  0.08

HOMO-LUMO gap: 11.703 eV
SMILES: OO
charge: 0
HOMO energy: -0.3876 Eh

B | The following is a DFT calculation (ωB97M-V with the def2-TZVPD basis set) of a 2-piece molecular cluster, H2O2 overall.

Each line ends with the Löwdin charge.
CARTESIAN COORDINATES (ANGSTROEM)
1 O 0.444 0.454 -0.658  -0.12
2 O -0.753 0.052 -0.084  -0.24
3 H 1.027 -0.298 -0.697  0.07
4 H -0.717 -0.208 1.439  0.29

HOMO-LUMO gap: 9.576 eV
charge: 0
HOMO energy: -0.3823 Eh

Stability check: which of them is most stable? A.